# 1
DFT (ωB97M-V/def2-TZVPD) results for C26H14AsF5N9ReS as an isolated structure.

XYZ file:
```
57
Properties=species:S:1:pos:R:3:forces:R:3:nbo_charge:R:1
Re -1.8904 -0.5991 0.6482 0.13 -0.06 -0.23 0.969
N -4.2436 -1.4804 -1.6796 -0.03 0.00 -0.06 -0.549
C -3.9300 -0.1613 -1.5772 -0.05 0.05 0.00 0.488
N -4.3795 0.7947 -2.3407 -0.08 -0.17 -0.02 -0.328
N -3.7824 1.9236 -1.8715 0.25 0.07 0.23 0.006
N -2.9989 1.6832 -0.9010 -0.19 0.14 -0.24 -0.090
N -3.0450 0.3268 -0.6582 -0.01 -0.02 0.25 -0.491
C -3.6564 -2.4684 -0.9488 0.16 -0.02 -0.06 0.479
N -3.9207 -3.7397 -1.0543 -0.18 0.04 -0.09 -0.320
N -3.1231 -4.3427 -0.1387 0.17 0.19 0.24 0.010
N -2.4147 -3.5015 0.5001 0.07 -0.31 -0.17 -0.104
N -2.6936 -2.2507 -0.0019 -0.31 0.03 0.07 -0.429
H -4.9294 -1.7521 -2.3709 0.02 -0.01 0.00 0.459
F 1.4451 3.4053 4.8096 0.03 0.00 -0.01 -0.259
C 0.7667 2.3647 4.3644 -0.09 0.06 -0.04 0.318
C 0.1149 2.4395 3.1401 -0.06 0.07 0.05 0.282
F 0.1591 3.5436 2.4111 -0.06 0.01 0.07 -0.266
C -0.5644 1.3246 2.7133 0.05 0.22 -0.06 0.365
F -1.1954 1.3783 1.4876 -0.07 0.03 -0.04 -0.298
C -0.6369 0.1467 3.4169 -0.10 -0.08 0.11 -0.347
S -1.4961 -1.2462 2.7403 -0.01 -0.02 -0.05 0.238
C 0.0088 0.1023 4.6430 0.01 -0.06 0.04 0.363
F -0.0177 -1.0070 5.3687 -0.01 0.01 -0.02 -0.270
C 0.7127 1.1990 5.1127 0.02 -0.01 0.10 0.288
F 1.3437 1.1359 6.2729 0.01 0.01 -0.02 -0.260
C 1.9160 -4.4135 -2.4100 0.02 0.04 -0.01 -0.164
C 2.1735 -3.1984 -3.0344 -0.01 -0.04 0.02 -0.181
C 1.6861 -2.0225 -2.4884 -0.06 0.03 -0.03 -0.231
C 0.9370 -2.0853 -1.3159 0.10 0.12 -0.02 -0.280
C 0.6839 -3.2930 -0.6777 -0.02 0.01 0.00 -0.223
C 1.1776 -4.4617 -1.2358 0.02 -0.04 -0.01 -0.192
As 0.3056 -0.4517 -0.5600 0.16 -0.13 -0.03 1.188
C 0.2545 1.0184 -1.7714 -0.04 -0.05 0.07 -0.383
C -0.4563 1.1338 -2.9518 -0.02 -0.06 -0.01 -0.181
C -0.4323 2.3488 -3.6200 -0.03 0.02 -0.02 -0.182
C 0.2771 3.4179 -3.0888 0.03 0.01 0.05 -0.158
C 0.9837 3.2914 -1.8987 0.01 0.04 -0.04 -0.197
C 0.9830 2.0798 -1.2242 0.04 0.00 0.07 0.016
C 1.7036 1.7858 0.0413 0.03 0.02 -0.07 0.038
C 2.5172 2.6651 0.7437 0.07 0.00 0.02 -0.204
C 3.1501 2.2416 1.9069 0.02 0.02 -0.09 -0.178
C 2.9891 0.9449 2.3819 0.04 -0.07 -0.05 -0.212
C 2.1747 0.0530 1.6960 0.05 -0.01 0.02 -0.195
C 1.5526 0.4871 0.5386 -0.04 -0.04 0.05 -0.381
H 2.2953 -5.3294 -2.8429 -0.01 0.00 0.00 0.235
H 2.7495 -3.1660 -3.9492 0.00 -0.01 0.01 0.234
H 1.8774 -1.0730 -2.9737 0.01 0.00 0.00 0.231
H 0.1016 -3.3372 0.2323 -0.07 -0.01 0.05 0.236
H 0.9779 -5.4096 -0.7545 0.00 0.01 0.00 0.239
H -1.0217 0.2994 -3.3497 -0.01 0.01 0.00 0.229
H -0.9812 2.4675 -4.5442 0.01 -0.01 0.01 0.240
H 0.2777 4.3666 -3.6085 0.00 0.00 0.01 0.236
H 1.5297 4.1391 -1.5061 -0.01 0.00 -0.01 0.225
H 2.6636 3.6779 0.3917 0.00 -0.01 0.01 0.231
H 3.7847 2.9326 2.4464 0.00 0.00 0.00 0.239
H 3.5025 0.6288 3.2806 0.00 0.00 0.00 0.237
H 2.0335 -0.9575 2.0604 0.02 -0.02 -0.01 0.233
```
Positions in Å, forces in eV/Å.

As for the energy above the lowest of the compared OMol25 structures with the same formula, charge and spin: 13.3 kJ/mol. As for the spin multiplicity: 2. As for the total charge: +1. The value obtained for the HOMO-LUMO gap (spin up / spin down) is 6.4 / 6.6 eV.


# 2
DFT (ωB97M-V/def2-TZVPD) results for C26H14Cl5CsN2O2S2 as an isolated structure.

XYZ file:
```
52
Properties=species:S:1:pos:R:3:forces:R:3:lowdin_charge:R:1
Cs -0.2785 -1.3006 -0.4114 -0.45 -0.53 -0.28 0.849
Cl -0.2104 -1.6216 4.1434 0.01 -0.25 0.12 0.577
C -0.2882 0.0331 3.5496 -0.02 0.29 -0.22 -0.738
C -0.3971 0.2255 2.1859 0.02 0.42 0.43 -0.302
C -0.4467 1.5521 1.8031 0.05 -0.11 0.51 -0.739
Cl -0.5829 1.9215 0.0890 -0.05 0.40 -0.31 0.529
C -0.3888 2.6349 2.6811 0.00 -0.07 -0.03 -0.714
Cl -0.4432 4.2786 2.1245 0.00 0.02 -0.01 0.616
C -0.2811 2.3782 4.0452 0.00 0.03 0.02 -0.718
Cl -0.2088 3.6870 5.1808 0.00 -0.02 -0.03 0.614
C -0.2306 1.0595 4.4907 -0.01 -0.12 -0.04 -0.718
Cl -0.0959 0.7374 6.1927 0.00 0.01 0.03 0.606
N 2.3824 -1.1996 -1.1367 0.42 -0.02 -0.14 -0.153
C 3.6145 -1.0257 -1.0329 -0.06 -0.09 0.03 -0.455
C 4.6046 -2.1912 -1.0251 0.00 0.06 0.03 -0.182
C 4.2896 -3.3415 -1.7457 0.00 -0.04 -0.03 -0.054
C 5.1081 -4.4589 -1.7129 0.02 0.03 0.02 -0.108
C 6.2631 -4.4581 -0.9357 -0.03 0.01 -0.01 -0.131
C 6.5828 -3.3259 -0.2010 0.00 0.01 0.00 -0.113
C 5.7661 -2.2011 -0.2545 0.00 -0.03 -0.01 -0.059
C 4.2360 0.3568 -0.9001 0.11 -0.04 -0.10 -0.184
C 3.5424 1.3529 -0.2184 -0.05 0.05 0.05 -0.038
C 4.0313 2.6479 -0.1511 0.02 0.01 -0.01 -0.091
C 5.2250 2.9807 -0.7840 0.00 -0.04 -0.01 -0.125
C 5.9221 2.0008 -1.4776 -0.02 0.01 0.02 -0.115
C 5.4345 0.6994 -1.5255 -0.01 0.07 0.03 -0.065
H 3.3648 -3.3326 -2.3106 0.00 0.01 0.00 0.096
H 4.8456 -5.3404 -2.2876 -0.01 0.00 -0.01 0.089
H 6.9008 -5.3337 -0.8993 0.00 0.00 0.00 0.083
H 7.4716 -3.3193 0.4204 0.00 0.01 0.00 0.088
H 6.0262 -1.3221 0.3237 0.00 0.01 0.00 0.108
H 2.5958 1.0925 0.2415 0.01 -0.02 -0.01 0.092
H 3.4757 3.4049 0.3902 -0.01 -0.01 0.00 0.096
H 5.6036 3.9953 -0.7407 0.00 0.00 0.00 0.085
H 6.8477 2.2501 -1.9854 0.00 0.00 0.00 0.086
H 5.9876 -0.0585 -2.0686 0.00 -0.02 0.00 0.105
O -8.6210 -2.6207 -0.8939 0.01 -0.02 0.03 -0.335
S -7.9350 -1.7329 -1.8020 -0.02 0.09 0.01 0.602
O -8.4892 -1.6343 -3.1324 0.03 0.01 0.01 -0.337
N -6.3366 -2.0266 -1.8415 -0.08 0.13 0.14 -0.125
C -5.6329 -1.0230 -1.3409 0.18 -0.24 -0.32 -0.888
S -3.9588 -0.9458 -1.2414 -0.08 -0.03 0.03 0.518
C -6.4757 0.1335 -0.8873 -0.14 0.16 0.13 -0.243
C -6.0658 1.3353 -0.3347 0.02 0.03 0.04 -0.036
C -7.0343 2.2701 0.0089 0.01 0.02 0.01 -0.084
C -8.3884 2.0129 -0.1950 0.04 -0.06 -0.02 -0.098
C -8.7981 0.8049 -0.7476 -0.11 0.02 -0.01 -0.056
C -7.8212 -0.1093 -1.0800 0.15 -0.16 -0.08 -0.228
H -5.0101 1.5177 -0.1793 0.00 -0.01 -0.01 0.094
H -6.7328 3.2146 0.4454 0.01 0.00 0.00 0.097
H -9.1244 2.7588 0.0793 -0.01 0.00 0.00 0.092
H -9.8454 0.5863 -0.9145 0.00 0.00 0.01 0.111
```
Positions in Å, forces in eV/Å.

As for the energy above the lowest of the compared OMol25 structures with the same formula, charge and spin: 39.2 kJ/mol. As for the total charge: -2. The value obtained for the HOMO-LUMO gap is 5.7 eV.


# 3
DFT (ωB97M-V/def2-TZVPD) results for C26H14Cl5F6FeNO7PS3 as an isolated structure.

XYZ file:
```
64
Properties=species:S:1:pos:R:3:forces:R:3:nbo_charge:R:1
Fe -0.3007 -0.3540 0.0397 0.65 0.93 -2.03 1.555
F 2.5177 -0.2587 4.7248 0.04 0.05 0.10 -0.296
C 2.1834 -0.9928 3.6758 0.14 -0.07 -0.04 0.746
F 3.1838 -1.8072 3.3639 0.09 -0.08 0.05 -0.299
F 1.1101 -1.7132 3.9694 -0.14 -0.07 -0.01 -0.303
S 1.8823 0.0887 2.2269 -0.85 -0.24 -0.44 2.262
O 1.4562 -0.8885 1.1813 -0.11 0.70 0.63 -1.009
O 3.0680 0.8404 2.0164 -0.15 -0.16 -0.02 -0.846
N 0.6281 0.8412 2.8041 0.26 0.47 0.07 -1.258
S -0.4990 1.7459 2.2309 0.08 -1.03 -0.27 2.262
O -0.2181 3.0871 1.8555 -0.03 -0.19 0.12 -0.855
O -1.3538 0.9403 1.2875 0.69 0.12 0.46 -1.023
C -1.5486 1.8202 3.7321 -0.17 0.05 -0.07 0.750
F -2.6992 2.3949 3.3915 -0.07 0.08 0.04 -0.304
F -1.7979 0.6132 4.2158 0.00 -0.12 0.00 -0.298
F -0.9418 2.5496 4.6522 0.02 0.07 0.11 -0.294
Cl -1.3129 -2.3945 1.1532 -0.20 -0.09 0.16 0.060
C -1.3146 -2.8265 -0.5618 -0.20 0.01 0.15 -0.102
C -1.0820 -1.7748 -1.4181 0.19 -0.29 0.80 -0.371
C -0.9779 -2.1052 -2.7603 0.00 -0.03 -0.24 0.038
Cl -0.5456 -0.9248 -3.9505 -0.19 -0.01 0.10 0.049
C -1.1925 -3.4191 -3.1929 -0.02 0.05 -0.09 -0.107
Cl -1.1100 -3.8111 -4.8673 0.00 0.04 0.05 0.065
C -1.4648 -4.4407 -2.2770 0.00 -0.08 -0.13 -0.072
Cl -1.7222 -6.0545 -2.8127 0.01 0.09 0.03 0.071
C -1.5100 -4.1497 -0.9225 -0.04 -0.05 0.20 -0.083
Cl -1.7878 -5.3643 0.2657 0.01 0.08 -0.14 0.067
O 1.1330 -0.4079 -1.5670 0.40 -0.04 0.38 -0.995
S 1.8143 0.8952 -1.3228 -0.32 -0.29 0.04 2.434
O 3.2361 0.8685 -1.2617 -0.03 0.08 -0.12 -0.900
O 1.0959 1.4586 -0.1542 -0.09 0.15 0.26 -1.035
C 1.2916 1.9090 -2.6655 -0.02 -0.05 -0.21 -0.327
C 2.2633 2.4139 -3.5110 -0.08 0.04 -0.01 -0.170
C 1.8876 3.2196 -4.5761 0.01 0.02 -0.02 -0.188
C 0.5529 3.5363 -4.7572 -0.01 0.01 -0.01 -0.211
C -0.4132 3.0334 -3.8939 -0.04 0.08 0.00 -0.130
C -0.0721 2.1772 -2.8538 0.07 0.01 0.02 -0.345
P -1.3273 1.5528 -1.6686 -0.19 0.04 0.28 1.019
C -2.8621 0.9915 -2.4883 0.09 0.05 -0.11 -0.386
C -3.3262 1.3472 -3.7530 0.04 -0.06 -0.06 -0.125
C -4.5399 0.8662 -4.2186 -0.02 -0.03 0.04 -0.219
C -5.3165 0.0315 -3.4256 0.03 0.02 0.00 -0.192
C -4.8703 -0.3211 -2.1621 0.00 -0.01 -0.01 -0.197
C -3.6483 0.1504 -1.7044 -0.04 -0.05 0.11 -0.201
C -1.8672 3.1045 -0.8567 0.14 -0.07 0.03 -0.389
C -1.0322 4.2176 -0.8102 0.02 0.03 -0.01 -0.172
C -1.4172 5.3611 -0.1234 -0.01 -0.07 -0.05 -0.200
C -2.6330 5.3981 0.5383 -0.01 -0.02 0.00 -0.188
C -3.4632 4.2843 0.5173 0.04 0.00 -0.01 -0.227
C -3.0815 3.1444 -0.1703 -0.06 -0.02 -0.05 -0.131
H 3.3004 2.1793 -3.3155 0.00 -0.02 0.00 0.254
H 2.6391 3.6161 -5.2460 0.00 0.00 0.01 0.225
H 0.2556 4.1942 -5.5635 -0.01 0.00 0.01 0.222
H -1.4360 3.3606 -4.0122 0.00 -0.01 0.00 0.210
H -2.7388 1.9723 -4.4071 0.01 -0.01 0.01 0.205
H -4.8779 1.1432 -5.2086 0.00 -0.01 0.00 0.219
H -6.2615 -0.3458 -3.7940 0.00 0.01 0.00 0.220
H -5.4634 -0.9734 -1.5344 0.00 0.00 0.00 0.220
H -3.3083 -0.1425 -0.7155 0.01 -0.01 -0.04 0.208
H -0.0637 4.1966 -1.2903 0.02 -0.01 -0.03 0.222
H -0.7549 6.2165 -0.0962 0.00 -0.01 0.00 0.219
H -2.9310 6.2875 1.0783 0.00 -0.01 0.00 0.217
H -4.4093 4.3007 1.0429 0.00 0.00 -0.01 0.217
H -3.7396 2.2844 -0.1700 0.01 0.01 -0.01 0.211
```
Positions in Å, forces in eV/Å.

As for the energy above the lowest of the compared OMol25 structures with the same formula, charge and spin: 96.4 kJ/mol. As for the spin multiplicity: 6. As for the total charge: 0. The value obtained for the HOMO-LUMO gap (spin up / spin down) is 8.9 / 7.2 eV.


# 4
DFT (ωB97M-V/def2-TZVPD) results for C26H15BCl3F5FeN6O7S as an isolated structure.

XYZ file:
```
65
Properties=species:S:1:pos:R:3:forces:R:3:nbo_charge:R:1
Fe -0.6728 -0.1483 0.9257 0.62 0.58 -0.89 1.464
Cl -3.0833 3.4130 -5.5464 -0.04 0.16 -0.20 -0.064
C -2.5559 2.4040 -4.2236 0.04 -0.07 0.12 -0.092
C -3.0845 2.6068 -2.9604 0.06 -0.01 0.05 -0.256
C -2.6804 1.8043 -1.9107 0.17 -0.16 -0.17 -0.143
Cl -3.3639 2.0735 -0.3472 -0.10 0.01 0.10 0.012
C -1.7280 0.7459 -2.0563 0.27 -0.38 0.16 0.417
O -1.3106 -0.0257 -1.1339 -0.31 0.50 -0.12 -0.819
C -1.2511 0.5927 -3.3970 -0.24 0.28 0.07 -0.145
Cl -0.1306 -0.6930 -3.6823 0.08 -0.22 -0.15 -0.010
C -1.6354 1.3970 -4.4514 0.04 -0.06 0.02 -0.259
H -3.8105 3.3896 -2.7883 0.00 0.00 0.02 0.224
H -1.2145 1.2374 -5.4346 -0.02 0.00 -0.01 0.225
N 2.7569 -3.1759 2.8452 -0.36 0.20 -0.05 -0.536
C 3.2484 -3.7379 1.6888 -0.24 0.09 -0.17 0.196
C 4.4038 -4.4614 1.4501 0.14 -0.11 -0.11 -0.278
C 4.6157 -4.9047 0.1513 0.07 0.04 0.32 -0.207
C 3.7030 -4.6184 -0.8583 -0.24 0.08 -0.13 -0.234
C 2.5442 -3.8902 -0.6189 0.13 -0.14 -0.18 -0.163
C 2.3180 -3.4601 0.6795 0.45 0.00 0.13 0.110
N 1.2769 -2.7270 1.2638 -0.08 0.26 1.10 -0.290
C 1.5887 -2.4967 2.5728 0.58 -0.88 -1.48 0.407
C 0.9975 -1.6291 3.5240 -0.38 0.70 1.25 0.060
C 1.4502 -1.4531 4.8236 -0.20 0.05 -0.35 -0.452
S 0.5814 -0.1802 5.5821 0.08 -0.26 -0.31 0.401
C -0.3418 0.0204 4.1311 0.00 0.13 0.33 -0.064
N -0.0362 -0.7950 3.1923 0.16 0.06 -0.38 -0.413
H 3.2562 -3.0869 3.7081 0.04 0.06 0.03 0.414
H 5.1135 -4.6588 2.2436 0.01 -0.02 -0.02 0.207
H 5.5077 -5.4728 -0.0811 0.01 0.02 0.02 0.205
H 3.9031 -4.9632 -1.8646 -0.02 0.01 0.01 0.212
H 1.8595 -3.6558 -1.4169 -0.03 0.01 0.05 0.263
H 2.2288 -1.9754 5.3554 0.00 -0.02 -0.03 0.217
H -1.0888 0.7970 4.0295 0.01 -0.01 -0.08 0.268
O -0.3383 3.9993 2.2566 0.03 0.04 0.00 -0.730
C -0.4390 3.0996 1.4109 -0.19 -0.08 0.01 0.788
O -0.8289 1.9200 1.5871 0.03 -0.16 0.32 -0.811
C -0.0968 3.4931 -0.0277 0.08 0.19 0.08 -0.141
C -0.3758 4.7940 -0.4182 -0.05 0.29 -0.24 -0.117
C -0.0607 5.2198 -1.7044 0.15 -0.92 0.40 -0.023
C 0.5618 4.3717 -2.6050 0.09 0.09 -0.27 -0.164
C 0.8654 3.0908 -2.1859 -0.43 0.53 0.57 -0.008
C 0.5298 2.6289 -0.9152 0.18 -0.23 -0.27 -0.070
N 1.6124 2.2358 -3.0991 0.30 -0.33 -0.35 0.530
O 1.7419 2.6058 -4.2584 -0.06 0.07 0.04 -0.421
O 2.0954 1.2173 -2.6590 0.03 0.09 0.13 -0.345
N -0.3384 6.5826 -2.1017 -0.18 0.53 -0.24 0.536
O 0.0009 6.9458 -3.2157 0.10 -0.08 -0.09 -0.407
O -0.8985 7.3170 -1.3093 -0.05 -0.02 0.17 -0.395
H -0.8279 5.4761 0.2857 0.02 -0.03 0.06 0.261
H 0.8273 4.7058 -3.5942 -0.03 0.00 -0.03 0.265
H 0.7768 1.6114 -0.6241 0.00 0.04 0.07 0.290
F 0.2934 -2.3157 -0.7056 0.18 -0.25 -0.45 -0.345
C 0.0428 -2.3773 0.6402 -0.24 0.10 -0.17 0.146
F 1.0730 0.1336 0.6929 2.31 0.17 -0.15 -0.783
C -0.9275 -3.5152 0.8336 0.06 0.25 0.25 0.916
F -1.2200 -3.6627 2.1403 -0.04 -0.10 -0.04 -0.330
F -0.4003 -4.7253 0.4388 -0.04 -0.15 -0.03 -0.369
F -2.0460 -3.3629 0.1383 0.08 -0.03 0.09 -0.295
B -4.6148 -1.8388 2.4479 -0.21 -0.25 0.15 -0.587
C -3.3081 -1.1820 1.9142 0.38 0.41 -0.23 0.420
N -2.3294 -0.7160 1.5150 -3.01 -0.97 1.20 -0.667
H -4.2528 -2.8020 3.0927 -0.06 -0.13 0.09 -0.009
H -5.2109 -1.0475 3.1458 -0.02 0.10 0.04 -0.009
H -5.2716 -2.1752 1.4885 -0.09 -0.04 -0.05 0.001
```
Positions in Å, forces in eV/Å.

As for the spin multiplicity: 5. As for the total charge: -2. The value obtained for the HOMO-LUMO gap (spin up / spin down) is 4.9 / 5.4 eV.


- Look up the total charge of the fourth one.
  -2